Formula: C25H18BrCl2NaO2Si
Source: the Open Molecules 2025 dataset
Level of theory: the ωB97M-V functional and the def2-TZVPD basis

net charge	-2
LUMO	0.146	hartree
energy	-137697.7258	eV
frontier orbital gap	5.3	eV
max |F|	0.911	eV/A
E_HOMO	-1.34	eV

Structure (XYZ):
```
50
C25H18BrCl2NaO2Si | the Open Molecules 2025 dataset | the ωB97M-V functional and the def2-TZVPD basis
Br -3.03 3.51 -1.84
Cl -1.21 -3.48 -8.18
Cl -1.42 1.63 -6.43
Si 0.14 0.67 0.81
Na -1.49 1.27 -1.95
O -1.38 -1.94 -2.08
O -1.15 0.39 -3.76
C 4.57 -1.03 1.48
C -0.89 -0.45 2.02
C 2.27 -0.88 2.22
C 3.57 -1.36 2.39
C -1.78 0.06 2.97
C 1.92 -0.06 1.14
C -2.63 -0.77 3.70
C 0.78 2.21 3.25
C -0.90 -1.84 1.83
C -1.74 -2.67 2.56
C -1.16 -1.87 -4.48
C 0.49 4.58 3.53
C -1.16 -2.77 -5.55
C -2.62 -2.14 3.50
C 4.25 -0.22 0.40
C 0.01 4.65 2.23
C 0.31 2.25 1.93
C -0.07 3.50 1.44
C -1.23 -2.34 -6.84
C -1.32 -0.97 -7.11
C 0.87 3.35 4.04
C -1.19 -2.48 -3.14
C 2.95 0.24 0.23
C -1.21 -0.45 -4.68
C -1.31 -0.07 -6.08
H 1.51 -1.16 2.94
H 3.80 -2.00 3.24
H -1.73 -3.74 2.38
H -1.81 1.13 3.15
H -0.30 5.61 1.81
H -0.48 3.58 0.44
H 1.24 3.27 5.06
H 5.58 -1.40 1.61
H 2.71 0.86 -0.63
H 5.01 0.04 -0.32
H 1.09 1.25 3.67
H -1.39 -0.61 -8.13
H -3.31 -0.33 4.42
H -1.11 -3.84 -5.33
H -0.25 -2.28 1.08
H -3.29 -2.78 4.06
H 0.55 5.47 4.14
H -1.08 -3.59 -3.17
```


Formula: C4H4N2O
Source: the Open Molecules 2025 dataset
Level of theory: the ωB97M-V functional and the def2-TZVPD basis

SMILES string	[H]/N=c1/cncco1
LUMO	0.002	hartree
energy	-9238.9296	eV
frontier orbital gap	9.1	eV
max |F|	0.786	eV/A
E_HOMO	-9.03	eV

Structure (XYZ):
```
11
C4H4N2O | the Open Molecules 2025 dataset | the ωB97M-V functional and the def2-TZVPD basis
O 0.25 1.17 -0.22
N -0.81 -1.39 0.24
N 2.35 0.21 0.15
C 0.44 -1.22 0.05
C -1.60 -0.24 0.22
C 1.10 0.10 0.01
C -1.09 0.93 -0.15
H -2.67 -0.35 0.33
H 1.08 -2.08 -0.11
H 2.66 1.18 0.11
H -1.71 1.68 -0.61
```


Formula: C12H12AlBrO5P
Source: the Open Molecules 2025 dataset
Level of theory: the ωB97M-V functional and the def2-TZVPD basis

net charge	-1
LUMO	0.110	hartree
energy	-108809.5498	eV
frontier orbital gap	8.2	eV
max |F|	0.992	eV/A
E_HOMO	-5.20	eV

Structure (XYZ):
```
32
C12H12AlBrO5P | the Open Molecules 2025 dataset | the ωB97M-V functional and the def2-TZVPD basis
Br 4.80 1.96 1.82
P 4.34 0.31 0.38
Al 1.22 1.85 0.08
O -0.42 2.59 0.19
O -1.33 2.26 2.21
O 1.43 0.51 -1.10
O 1.86 0.94 1.52
O 4.20 1.05 -1.07
C -4.10 -0.65 -0.75
C 1.98 -1.92 -0.89
C -2.35 0.97 -0.99
C 1.10 -2.98 -0.38
C 2.59 -0.08 0.91
C -1.29 2.04 1.02
C 1.66 -0.57 -0.23
C 0.35 -3.77 0.10
C -3.25 0.09 -1.56
C -4.04 -0.49 0.63
C -2.29 1.11 0.38
C -3.14 0.38 1.21
H -3.27 -0.01 -2.64
H -4.71 -1.06 1.26
H -0.40 -4.43 0.46
H -1.68 1.56 -1.61
H 2.29 2.98 -0.30
H 3.00 -2.24 -0.66
H 2.77 -0.97 1.55
H 0.74 -0.73 0.34
H 1.89 -1.86 -1.97
H -4.80 -1.35 -1.19
H -3.09 0.51 2.28
H 3.95 1.99 -0.98
```


Formula: C89H127N9O13
Source: the Open Molecules 2025 dataset
Level of theory: the ωB97M-V functional and the def2-TZVPD basis

SMILES string	O=C1c2ccccc2C(=O)c2ccccc21.O=C1c2ccccc2C(=O)c2ccccc21.O=C1c2ccccc2C(=O)c2ccccc21.CC1(C)CCCC(C)(C)N1O.CC1(C)CCCC(C)(C)N1O.CC1(C)CCCC(C)(C)N1O.CC1(C)CCCC(C)(C)N1O.CC1(C)CCCC(C)(C)N1O.NC(N)=O.NC(N)=O
LUMO	-0.056	hartree
energy	-134374.8027	eV
frontier orbital gap	6.3	eV
max |F|	3.570	eV/A
E_HOMO	-7.85	eV

Structure (XYZ):
```
238
C89H127N9O13 | the Open Molecules 2025 dataset | the ωB97M-V functional and the def2-TZVPD basis
O 3.29 -6.97 -2.08
O 0.16 -5.71 6.30
O 5.72 -7.21 -0.64
O 1.32 2.73 2.22
O 6.03 1.67 -0.22
O -6.86 3.72 -2.90
O 0.41 -0.97 -3.19
O 3.84 1.98 -6.64
O 0.22 0.14 2.04
O -1.76 -2.76 -7.10
O -0.39 9.18 -0.57
O -2.76 -3.98 5.11
O -5.42 -0.60 8.37
N 0.68 -4.59 6.97
N -1.18 -1.27 -5.48
N -1.27 8.07 -0.47
N 5.52 -6.57 0.58
N 3.36 -6.74 -4.33
N 0.35 -2.82 -6.13
N -6.79 3.90 -4.30
N 2.44 1.85 -6.76
N 1.88 -8.21 -3.35
C -3.22 6.81 -1.25
C -0.33 -5.41 9.03
C 2.10 0.48 -7.22
C 5.59 -7.53 1.68
C 1.47 -3.70 6.11
C 2.63 0.22 -8.61
C -3.97 -0.86 6.53
C 5.42 -6.86 3.06
C -3.39 9.28 -0.95
C -2.41 8.15 -1.39
C -5.26 -2.82 7.46
C 0.27 -0.75 -2.00
C -2.02 8.28 -2.86
C 1.54 -2.15 1.25
C -1.88 8.47 1.92
C -2.27 6.26 0.97
C 7.77 -5.36 0.42
C 2.20 4.55 -1.44
C 1.97 4.13 -6.01
C 2.38 2.51 1.69
C 2.70 -4.41 5.49
C 0.16 2.52 -6.20
C -6.64 -4.64 8.11
C 5.28 0.00 1.85
C -4.40 4.47 -4.19
C -8.14 3.89 -4.91
C 4.54 1.13 1.50
C 1.84 2.15 -4.41
C 2.37 -2.79 8.45
C -1.64 2.49 -2.07
C -1.01 2.06 0.26
C -4.46 -3.70 6.71
C 4.80 -0.88 2.80
C -5.77 4.87 -4.74
C 0.97 -4.91 8.40
C 2.06 -3.74 -0.54
C 2.84 -7.29 -3.19
C -2.45 0.11 4.40
C 0.13 7.09 1.24
C 4.48 -8.56 1.56
C 0.89 -1.28 0.35
C -0.89 1.39 -2.49
C 1.34 -2.91 -1.39
C 1.87 -2.52 7.03
C -4.04 0.48 6.18
C 1.63 2.66 -5.81
C -5.85 -5.49 7.35
C -7.96 3.84 -6.44
C 6.22 -5.28 0.69
C 3.43 4.35 -2.04
C -8.79 2.56 -4.44
C 2.97 0.58 3.18
C 0.28 0.00 0.84
C -3.34 -3.21 5.85
C 5.58 -4.37 -0.34
C 2.79 3.13 0.41
C 0.56 -3.13 5.06
C -4.83 -5.02 6.57
C 1.85 3.91 -0.26
C 4.40 3.55 -1.42
C -0.40 0.87 -0.16
C 0.56 0.44 -7.46
C -0.90 -2.32 -6.33
C -6.33 -3.29 8.21
C -4.93 -1.37 7.59
C 3.33 1.43 2.13
C -1.31 7.51 0.86
C 3.61 -0.60 3.47
C 1.31 -3.63 9.20
C 4.03 2.95 -0.23
C 6.22 -5.60 3.28
C -6.98 4.90 -6.97
C -5.65 4.66 -6.26
C -6.11 6.31 -4.37
C 5.00 1.98 0.36
C 2.11 -5.88 8.63
C 0.78 -1.69 -0.98
C 6.97 -8.28 1.68
C -3.55 6.38 0.16
C 5.96 -4.70 2.07
C -9.04 5.09 -4.46
C 2.11 -3.32 0.79
C -3.22 0.99 5.16
C -0.28 1.06 -6.33
C 2.44 -0.68 -6.26
C -0.36 0.55 -1.51
C -1.62 2.85 -0.72
C -2.35 -1.22 4.78
C -3.22 -1.74 5.73
H -3.43 9.37 0.14
H -7.54 2.84 -6.62
H -4.36 -5.62 5.81
H 2.56 -1.56 -6.88
H -3.65 5.26 -4.22
H -2.74 6.05 -1.87
H 6.61 -3.82 2.15
H 7.24 -8.68 0.71
H -1.06 1.17 -3.53
H 2.41 -5.25 4.87
H -0.80 -6.23 8.47
H 0.28 -0.59 -7.18
H -4.08 5.44 -0.04
H -8.92 5.94 -5.13
H -0.18 3.02 -7.11
H -8.94 3.97 -6.89
H -4.10 3.44 -4.39
H -2.25 3.65 -0.34
H -8.93 5.30 -3.40
H -8.22 1.65 -4.31
H 0.53 -3.76 -6.45
H 0.16 0.74 -8.42
H 4.37 -6.65 3.30
H 1.80 -3.92 10.13
H 1.22 -1.67 6.86
H -6.87 4.83 -8.06
H -0.21 -5.91 9.99
H 2.65 -4.54 -0.93
H 0.83 4.08 0.04
H -2.07 -0.83 -5.57
H 1.90 4.42 -7.05
H 3.58 -8.03 1.22
H -4.40 9.01 -1.24
H -1.79 -1.84 4.10
H 2.03 0.81 3.66
H -0.86 9.81 0.00
H 6.01 -5.05 4.19
H -2.05 9.33 -3.16
H 4.27 -6.36 -4.14
H 5.97 -3.35 -0.24
H -0.56 -1.15 -4.69
H 2.63 -1.82 8.88
H 2.82 -2.11 6.66
H 4.20 -9.09 2.47
H -3.09 10.24 -1.36
H -9.31 2.70 -3.49
H -1.94 0.38 3.48
H 3.31 -3.35 8.43
H -7.41 -5.08 8.73
H 2.90 2.17 -4.12
H -2.07 3.15 -2.81
H -1.05 -4.59 9.01
H 5.36 -1.74 3.15
H 1.30 2.62 -3.59
H 2.64 -3.94 1.51
H 4.55 -9.30 0.76
H -4.31 7.00 0.64
H 0.13 -3.93 4.46
H 3.14 -4.93 6.35
H 0.75 -2.50 -5.27
H -6.84 -2.62 8.89
H -4.67 1.19 6.69
H 2.01 -6.71 7.92
H -10.09 4.90 -4.68
H 5.36 3.35 -1.88
H 2.82 -6.53 -5.15
H -4.99 5.48 -6.56
H 1.08 -2.51 4.32
H 3.42 -0.51 -5.80
H 1.47 4.63 -5.17
H -0.79 -5.59 6.28
H -1.49 8.21 2.91
H -4.19 7.03 -1.70
H 3.69 -0.03 -8.56
H 0.60 6.59 0.40
H 8.32 -5.73 1.28
H -2.67 7.82 -3.62
H 7.01 -9.10 2.41
H 5.70 -7.57 3.83
H 0.65 7.91 1.73
H -4.46 4.31 -3.10
H 1.44 5.08 -2.01
H -0.48 2.88 -5.39
H -2.52 6.13 2.03
H -1.12 7.71 -3.10
H 3.35 -3.69 5.00
H 3.01 4.33 -5.75
H 3.23 -1.12 4.35
H 2.58 1.13 -9.22
H 4.52 -4.35 -0.12
H -1.35 1.03 -6.56
H 3.12 -5.50 8.49
H 3.96 1.78 -5.69
H 4.95 -4.30 2.15
H 1.45 -8.55 -2.51
H -1.85 5.27 0.78
H 7.77 -7.66 2.10
H 5.02 -6.86 -1.23
H 1.66 -1.82 2.27
H 7.28 -5.88 3.22
H 0.55 -2.91 9.50
H -0.25 -2.59 5.55
H -7.37 5.91 -6.87
H 5.81 -4.67 -1.36
H -5.45 7.09 -4.76
H -3.23 2.03 4.88
H 8.27 -4.41 0.18
H -9.63 2.45 -5.13
H -5.34 3.66 -6.56
H 8.05 -6.02 -0.41
H 1.63 -8.53 -4.27
H 0.01 6.39 2.08
H 6.24 -0.17 1.38
H -1.11 2.34 1.29
H 2.00 -6.39 9.59
H -0.30 0.60 -5.34
H -2.96 8.32 2.01
H -6.28 2.98 -2.73
H 3.66 4.83 -2.98
H 1.23 -3.16 -2.44
H -1.77 9.54 1.71
H -6.07 6.32 -3.27
H 2.11 -0.58 -9.14
H 1.62 1.08 -4.35
H 1.68 -0.93 -5.53
H -7.11 6.68 -4.58
H -6.19 -6.52 7.40
```


Formula: C5H8O
Source: the Open Molecules 2025 dataset
Level of theory: the ωB97M-V functional and the def2-TZVPD basis

SMILES string	OC1CC=CC1
LUMO	0.036	hartree
energy	-7361.1628	eV
frontier orbital gap	10.2	eV
max |F|	1.887	eV/A
E_HOMO	-9.25	eV

Structure (XYZ):
```
14
C5H8O | the Open Molecules 2025 dataset | the ωB97M-V functional and the def2-TZVPD basis
O -1.84 0.87 -0.17
C 0.09 -0.27 -1.17
C -0.79 -0.10 0.08
C 1.38 -0.73 -0.52
C 1.47 -0.34 0.76
C 0.17 0.43 1.13
H -0.31 -0.99 -1.94
H 0.31 1.53 1.08
H 2.12 -1.41 -1.03
H -2.48 0.53 -0.84
H -0.12 0.23 2.21
H 2.32 -0.52 1.43
H 0.15 0.78 -1.62
H -1.18 -1.06 0.43
```


Formula: C28H36BF3N7O5RuS5
Source: the Open Molecules 2025 dataset
Level of theory: the ωB97M-V functional and the def2-TZVPD basis

LUMO (spin up / spin down)	0.013 / -0.030	hartree
multiplicity	6
energy	-115877.0152	eV
frontier orbital gap (spin up / spin down)	7.8 / 6.8	eV
max |F|	0.742	eV/A
E_HOMO (spin up / spin down)	-7.41 / -7.62	eV

Structure (XYZ):
```
86
C28H36BF3N7O5RuS5 | the Open Molecules 2025 dataset | the ωB97M-V functional and the def2-TZVPD basis
Ru 0.85 0.40 -0.95
S 0.51 2.59 -2.24
S -0.59 1.77 1.96
S 0.58 -1.42 2.26
S -0.01 -0.18 -3.45
S 3.35 -0.16 -0.61
F 1.18 -0.57 -6.16
F 2.17 -2.40 -6.75
F 0.07 -2.43 -6.18
O -1.18 -0.62 -0.43
O 0.96 -0.28 1.36
O 0.00 2.13 0.60
O 1.40 -1.39 3.46
O -0.83 -1.53 2.49
N 1.46 -1.83 -2.11
N -3.69 -2.96 -0.64
N 3.73 2.35 0.50
N 4.16 0.69 1.85
N -3.15 -1.77 -0.18
N 2.19 4.07 -0.60
N 0.14 4.80 -0.73
C 4.13 2.87 1.71
C 2.09 5.20 0.18
C 0.83 5.66 0.10
C -1.54 3.28 2.32
C -3.96 -2.04 2.10
C -2.83 -3.46 -1.58
C 2.86 -3.58 -2.93
C 2.52 -3.23 -4.23
C 2.30 -2.84 -1.90
C -5.13 -3.13 -0.68
C 4.35 -0.66 2.37
C 4.41 1.85 2.54
C -3.18 -4.68 -2.35
C 1.12 -1.47 -3.36
C 3.73 1.01 0.61
C 1.66 -2.18 -4.46
C 0.72 2.13 3.16
C 1.27 -1.87 -5.88
C -3.59 -1.21 1.05
C 0.99 3.83 -1.14
C -3.62 0.17 1.19
C -1.90 -1.58 -0.75
C 1.09 -2.86 1.35
C -1.72 -2.68 -1.65
C -4.04 0.72 2.39
C -4.40 -1.48 3.29
C -4.44 -0.10 3.43
C -1.26 4.86 -1.07
B 3.48 3.20 -0.81
H 2.94 5.60 0.70
H 2.53 -3.07 -0.87
H -1.96 3.18 3.33
H -2.32 -5.00 -2.93
H 2.93 -3.78 -5.07
H -1.76 5.57 -0.41
H 4.43 3.94 -0.94
H 0.28 2.56 4.06
H -3.48 -5.49 -1.68
H 1.39 2.84 2.67
H 4.22 3.93 1.86
H -4.01 -4.48 -3.04
H 4.74 1.84 3.57
H 0.83 -3.75 1.92
H 3.31 2.47 -1.72
H -0.85 -2.86 -2.26
H 3.53 -4.40 -2.72
H -5.54 -2.86 -1.66
H -4.69 -2.12 4.11
H -1.69 3.87 -0.96
H 0.57 -2.83 0.39
H -5.38 -4.17 -0.47
H -5.58 -2.51 0.08
H -2.34 3.36 1.59
H 5.18 -0.65 3.07
H 1.24 1.20 3.40
H -3.28 0.79 0.37
H -1.40 5.18 -2.10
H 4.57 -1.33 1.54
H 3.44 -0.99 2.88
H 0.36 6.52 0.56
H -4.78 0.34 4.36
H -4.06 1.80 2.51
H 2.17 -2.78 1.21
H -0.88 4.14 2.26
H -3.88 -3.11 2.00
```


Formula: C5H11N2O
Source: the Open Molecules 2025 dataset
Level of theory: the ωB97M-V functional and the def2-TZVPD basis

net charge	-1
LUMO	0.148	hartree
energy	-10389.5647	eV
frontier orbital gap	6.1	eV
max |F|	3.959	eV/A
E_HOMO	-2.04	eV

Structure (XYZ):
```
19
C5H11N2O | the Open Molecules 2025 dataset | the ωB97M-V functional and the def2-TZVPD basis
O 1.29 2.07 -0.32
N 0.98 -0.38 -1.77
N -0.18 0.12 2.37
C -0.70 -2.05 -1.83
C 0.27 0.26 0.94
C -0.19 -0.86 -1.30
C 0.65 1.80 0.88
C -0.82 -0.14 -0.11
H -1.46 0.71 -0.24
H 1.17 2.16 1.81
H 1.33 1.30 -0.98
H -0.26 -2.54 -2.68
H -1.52 -0.86 0.43
H 1.31 -1.07 -2.50
H -0.31 2.37 0.87
H -1.50 -2.47 -1.26
H -0.83 0.79 2.68
H -0.58 -0.84 2.36
H 1.37 -0.36 0.64
```